# 1
Density functional theory data (ωB97M-V/def2-TZVPD) for a structure of composition C34H28Co2NO7 at a distorted geometry.

Structure (XYZ):
```
72
Properties=species:S:1:pos:R:3:lowdin_charge:R:1
C -3.320 -5.093 2.815 -0.07
O -3.662 -4.566 1.513 -0.11
C -2.714 -4.002 0.724 -0.28
C -3.147 -3.169 -0.345 -0.02
C -2.247 -2.355 -0.989 -0.05
C -0.867 -2.378 -0.637 -0.24
C 0.016 -1.418 -1.247 -0.05
C 1.424 -1.479 -1.072 -0.20
N 2.178 -1.742 -2.175 -0.06
C 1.533 -2.368 -3.329 -0.16
C 2.671 -2.654 -4.304 -0.17
C 3.792 -1.675 -3.930 -0.16
C 3.471 -1.126 -2.530 -0.13
C 2.018 -1.415 0.274 -0.15
C 1.242 -1.022 1.392 -0.02
C 1.822 -0.827 2.643 -0.08
C 3.197 -1.040 2.800 -0.09
C 3.918 -1.658 1.766 -0.09
C 3.331 -1.864 0.515 -0.05
C -0.426 -3.444 0.213 -0.03
C -1.330 -4.222 0.909 -0.03
H -4.296 -5.424 3.171 0.09
H -2.627 -5.944 2.749 0.08
H -2.897 -4.321 3.473 0.10
H -4.204 -3.154 -0.597 0.11
H -2.591 -1.634 -1.739 0.12
H -0.378 -0.821 -2.078 0.11
H 1.011 -3.288 -3.033 0.13
H 0.794 -1.687 -3.785 0.12
H 3.004 -3.687 -4.153 0.11
H 2.319 -2.537 -5.331 0.10
H 4.762 -2.177 -3.939 0.10
H 3.824 -0.848 -4.645 0.10
H 3.391 -0.024 -2.571 0.13
H 4.270 -1.379 -1.824 0.09
H 0.171 -0.844 1.249 0.10
H 1.196 -0.509 3.480 0.11
H 3.678 -0.733 3.728 0.10
H 4.953 -1.968 1.923 0.09
H 3.880 -2.379 -0.274 0.09
H 0.640 -3.606 0.390 0.11
H -0.996 -4.986 1.612 0.10
O -3.886 -0.093 4.181 0.09
C -3.510 0.515 3.270 -0.19
Co -2.869 1.461 1.911 0.00
C -3.956 0.609 0.825 -0.17
O -4.619 0.004 0.101 0.11
C -3.576 3.071 1.748 -0.16
O -4.119 4.077 1.576 0.10
C -1.324 1.172 0.718 -0.21
C -0.538 2.139 0.134 -0.25
C -0.083 2.621 -1.042 -0.09
C 0.008 4.080 -1.243 -0.23
C -0.606 4.700 -2.365 -0.05
C -0.728 6.092 -2.439 -0.12
C -0.183 6.921 -1.448 -0.12
C 0.439 6.327 -0.347 -0.11
C 0.604 4.941 -0.289 -0.07
Co -0.588 2.296 1.941 0.05
C -1.299 2.074 3.628 -0.20
O -1.341 2.180 4.788 0.09
C -0.949 4.001 2.150 -0.16
O -1.128 5.106 2.438 0.14
C 1.094 2.402 2.471 -0.13
O 2.124 2.601 2.964 0.11
H -1.305 0.155 0.347 0.04
H 0.066 1.954 -1.892 0.09
H -1.018 4.041 -3.138 0.10
H -1.254 6.554 -3.274 0.09
H -0.244 8.009 -1.524 0.09
H 0.783 6.952 0.478 0.10
H 1.199 4.502 0.516 0.10
```

Summary:
HOMO level = -0.136 Ha
Net charge = -1
Frontier orbital gap = 0.2145 Ha

# 2
Density functional theory data (ωB97M-V/def2-TZVPD) for a structure of composition C34H28F2IrN5.

Structure (XYZ):
```
70
Properties=species:S:1:pos:R:3:nbo_charge:R:1
Ir 0.789 -0.583 -0.926 0.97
C -1.470 -0.311 4.551 -0.47
C -2.472 -1.326 2.335 -0.18
C -1.249 -1.635 1.440 -0.35
C 0.141 -1.329 1.914 0.18
C 0.614 -0.675 3.036 -0.30
C -0.031 -0.240 4.177 -0.09
N 1.049 -1.506 0.821 -0.41
C 2.086 -2.382 0.844 0.18
C 2.455 -3.164 1.963 -0.20
C 3.538 -4.003 1.869 -0.22
C 4.271 -4.093 0.677 -0.12
C 3.919 -3.360 -0.449 -0.23
C 2.826 -2.521 -0.377 0.15
N 2.298 -1.771 -1.422 -0.41
N 2.890 -1.702 -2.600 -0.18
C 2.171 -0.892 -3.432 0.29
C 2.596 -0.746 -4.757 -0.20
C 1.845 0.005 -5.627 -0.14
C 0.663 0.590 -5.175 -0.25
C 0.296 0.429 -3.858 0.09
N 1.036 -0.264 -2.976 -0.49
H -1.895 0.692 4.446 0.23
H -3.221 -2.082 2.090 0.22
H -1.252 -2.643 1.010 0.24
H 1.681 -0.473 3.011 0.23
H 0.606 0.255 4.901 0.21
H 1.885 -3.083 2.877 0.24
H 3.829 -4.600 2.721 0.24
H 5.123 -4.757 0.629 0.23
H 4.468 -3.446 -1.376 0.25
H 3.504 -1.248 -5.056 0.25
H 2.159 0.126 -6.655 0.24
H 0.028 1.164 -5.833 0.24
H -0.622 0.854 -3.485 0.23
F 4.065 2.864 1.193 -0.31
C 2.909 2.707 0.538 0.43
C 2.456 1.434 0.268 -0.36
C 1.262 1.285 -0.435 -0.03
C 0.485 2.386 -0.839 -0.15
C 1.013 3.644 -0.502 0.44
F 0.325 4.754 -0.819 -0.31
C 2.201 3.833 0.162 -0.35
C -0.801 2.258 -1.517 0.10
C -1.347 3.216 -2.357 -0.19
C -2.605 3.096 -2.914 -0.25
C -3.391 1.957 -2.577 -0.22
C -2.889 1.010 -1.764 -0.03
N -1.584 1.092 -1.257 -0.42
H 3.046 0.583 0.584 0.23
H 2.547 4.829 0.395 0.26
H -0.750 4.086 -2.582 0.25
H -2.991 3.861 -3.569 0.23
H -4.386 1.825 -2.975 0.24
H -3.407 0.099 -1.512 0.22
C -2.475 1.316 1.981 -0.62
C -2.824 -0.078 1.448 -0.09
C -2.347 -1.342 3.849 -0.41
C -4.278 -0.093 0.983 -0.61
C -1.732 -0.548 0.493 0.23
C -1.040 0.028 -0.566 0.03
H -3.140 1.588 2.801 0.22
H -2.616 2.050 1.184 0.22
H -1.441 1.386 2.321 0.22
H -3.351 -1.270 4.276 0.23
H -1.520 -0.508 5.626 0.24
H -1.988 -2.340 4.119 0.22
H -4.927 -0.010 1.858 0.23
H -4.530 -1.023 0.470 0.21
H -4.504 0.746 0.327 0.22
```

Summary:
⟨S²⟩ = 8.86
HOMO level (spin up / spin down) = -0.310 / -0.413 Ha
Net charge = +1
Frontier orbital gap (spin up / spin down) = 0.2115 / 0.2168 Ha
Multiplicity = 6

# 3
Density functional theory data (ωB97M-V/def2-TZVPD) for a structure of composition C34H29AgClN2O6Sb at a distorted geometry.

Structure (XYZ):
```
74
Properties=species:S:1:pos:R:3:lowdin_charge:R:1
Ag 9.254 17.455 9.597 0.76
O 10.313 16.331 11.468 -0.32
C 11.175 17.192 12.011 -0.37
C 10.887 17.678 13.314 -0.03
C 11.720 18.583 13.935 -0.13
C 12.846 19.099 13.295 -0.14
C 13.113 18.673 11.997 -0.07
C 12.321 17.717 11.331 -0.16
C 12.708 17.268 10.010 -0.14
N 12.415 16.151 9.436 -0.04
C 12.591 16.116 8.008 -0.26
C 11.271 16.376 7.212 -0.25
N 10.576 17.585 7.618 -0.01
C 11.044 18.626 7.005 -0.13
C 10.928 20.025 7.306 -0.16
C 11.431 20.955 6.385 -0.09
C 11.354 22.312 6.644 -0.16
C 10.738 22.764 7.822 -0.15
C 10.225 21.896 8.746 -0.03
C 10.329 20.467 8.539 -0.38
O 9.900 19.684 9.451 -0.11
H 10.003 17.295 13.823 0.11
H 11.432 18.925 14.937 0.09
H 13.496 19.803 13.810 0.08
H 13.949 19.174 11.470 0.10
H 13.384 17.963 9.474 0.11
H 12.925 15.084 7.731 0.10
H 13.347 16.851 7.662 0.10
H 10.573 15.522 7.325 0.08
H 11.583 16.441 6.163 0.09
H 11.627 18.446 6.082 0.11
H 11.905 20.605 5.468 0.09
H 11.756 23.045 5.928 0.08
H 10.700 23.840 7.994 0.08
H 9.728 22.233 9.666 0.11
O 5.047 16.979 9.930 -0.34
Cl 6.370 17.531 9.866 0.62
O 7.050 17.137 8.655 -0.42
O 6.380 18.959 9.948 -0.35
O 7.232 17.008 10.885 -0.39
C 10.538 9.017 9.838 -0.14
C 11.558 9.669 10.504 -0.12
C 11.446 11.047 10.729 -0.17
C 10.380 11.774 10.233 -0.38
C 9.331 11.086 9.625 -0.12
C 9.427 9.720 9.391 -0.12
Sb 10.533 13.985 10.501 1.58
C 10.695 13.598 12.642 -0.35
C 11.731 14.247 13.311 -0.13
C 11.913 14.040 14.671 -0.11
C 11.105 13.144 15.350 -0.13
C 10.113 12.460 14.683 -0.11
C 9.927 12.680 13.318 -0.14
C 8.376 14.131 10.186 -0.39
C 7.429 13.877 11.163 -0.13
C 6.097 13.745 10.826 -0.10
C 5.691 13.987 9.525 -0.12
C 6.619 14.291 8.538 -0.10
C 7.975 14.339 8.886 -0.18
H 10.598 7.943 9.639 0.09
H 12.442 9.157 10.865 0.09
H 12.258 11.520 11.275 0.09
H 8.436 11.601 9.291 0.09
H 8.616 9.197 8.893 0.09
H 12.398 14.938 12.799 0.10
H 12.669 14.614 15.212 0.10
H 11.263 12.980 16.427 0.09
H 9.506 11.737 15.213 0.09
H 9.192 12.059 12.781 0.10
H 7.700 13.814 12.225 0.10
H 5.363 13.514 11.597 0.10
H 4.632 13.953 9.296 0.09
H 6.338 14.526 7.511 0.10
H 8.706 14.566 8.111 0.08
```

Summary:
HOMO level = -0.075 Ha
Net charge = -2
Frontier orbital gap = 0.2400 Ha

# 4
Density functional theory data (ωB97M-V/def2-TZVPD) for a structure of composition C34H29AsBrF4O6PSTeTi at a distorted geometry.

Structure (XYZ):
```
79
Properties=species:S:1:pos:R:3:lowdin_charge:R:1
Ti 2.334 0.745 -1.884 0.57
O 3.545 -2.104 -1.632 -0.31
As 2.178 -2.027 -0.478 0.87
O 1.577 -3.538 -0.442 -0.46
O 1.294 -0.749 -1.320 -0.65
C 3.315 -1.577 1.038 -0.31
C 3.456 -2.657 1.904 -0.11
C 4.268 -2.549 3.021 -0.07
C 4.942 -1.371 3.300 -0.08
C 4.815 -0.288 2.443 -0.06
C 4.020 -0.408 1.313 -0.28
S 3.840 1.026 0.303 0.54
O 4.185 0.594 -1.103 -0.39
O 4.624 2.090 0.834 -0.25
O 2.377 1.258 0.179 -0.43
H 3.230 -2.631 -2.378 0.03
H 2.892 -3.558 1.696 0.10
H 4.359 -3.395 3.692 0.10
H 5.559 -1.288 4.185 0.10
H 5.320 0.647 2.640 0.11
F -1.395 3.894 -7.756 0.07
C -1.072 3.413 -6.532 -0.17
C -2.076 2.837 -5.771 -0.16
F -3.341 2.787 -6.247 0.07
C -1.778 2.334 -4.519 -0.23
F -2.851 1.861 -3.830 0.04
C -0.468 2.375 -4.029 -0.34
P -0.087 1.745 -2.328 1.10
C -1.355 0.495 -1.971 -0.37
C -2.175 0.532 -0.855 -0.11
C -3.080 -0.496 -0.618 -0.10
C -3.153 -1.571 -1.486 -0.11
C -2.304 -1.631 -2.587 -0.08
C -1.404 -0.609 -2.823 -0.10
C -0.542 3.187 -1.290 -0.32
C 0.356 3.718 -0.374 -0.07
C 0.036 4.866 0.344 -0.08
C -1.189 5.482 0.158 -0.10
C -2.103 4.945 -0.742 -0.09
C -1.781 3.808 -1.463 -0.08
C 0.550 2.974 -4.775 -0.03
Br 2.477 -0.120 -4.177 0.20
C 0.193 3.473 -5.991 -0.28
F 1.126 4.111 -6.798 -0.01
H -2.105 1.352 -0.152 0.10
H -3.701 -0.466 0.268 0.10
H -3.846 -2.380 -1.290 0.10
H -2.330 -2.487 -3.250 0.10
H -0.729 -0.665 -3.670 0.10
H 1.308 3.235 -0.208 0.08
H 0.754 5.268 1.048 0.10
H -1.436 6.382 0.710 0.09
H -3.070 5.412 -0.883 0.10
H -2.499 3.396 -2.161 0.10
C 2.868 2.726 -2.497 -0.26
H 2.134 3.508 -2.653 -0.02
H 3.411 2.548 -3.425 -0.02
H 3.570 3.063 -1.722 0.00
C -3.465 -4.906 5.361 -0.08
C -2.662 -3.931 4.540 -0.31
C -2.138 -2.777 5.100 -0.05
C -1.358 -1.887 4.361 -0.34
C -0.840 -0.658 5.055 -0.14
C -1.072 -2.149 3.007 -0.55
Te 0.140 -0.810 1.911 0.91
C -1.623 -3.308 2.425 -0.32
C -1.390 -3.646 0.984 -0.10
C -2.398 -4.169 3.199 -0.04
H -3.853 -4.433 6.266 0.06
H -2.862 -5.764 5.674 0.07
H -4.314 -5.299 4.797 0.07
H -2.340 -2.553 6.145 0.10
H -1.209 -0.617 6.083 0.06
H -1.141 0.250 4.529 0.05
H 0.253 -0.640 5.061 0.05
H -1.529 -2.769 0.350 0.03
H -2.071 -4.437 0.660 0.07
H -0.362 -3.961 0.800 0.05
H -2.811 -5.057 2.725 0.10
```

Summary:
HOMO level = -0.056 Ha
Net charge = -2
Frontier orbital gap = 0.2031 Ha

# 5
Density functional theory data (ωB97M-V/def2-TZVPD) for a structure of composition C34H29AsCl4F5InN2O3S3 at a distorted geometry.

Structure (XYZ):
```
82
Properties=species:S:1:pos:R:3:lowdin_charge:R:1
In 0.460 1.194 1.510 0.52
C -3.212 -0.313 -0.252 -0.05
C -2.110 -0.811 0.640 -0.28
N -2.031 -0.267 1.848 -0.01
N -1.865 -1.070 2.929 -0.02
C -1.105 -0.555 3.827 -1.15
S -0.506 1.039 3.855 0.62
S -0.553 -1.472 5.228 0.83
C -0.216 -3.077 4.378 -0.41
C -1.400 -4.014 4.095 -0.25
C -1.836 -4.316 2.790 -0.03
C -3.060 -4.971 2.612 -0.08
C -3.738 -5.499 3.705 -0.13
C -3.226 -5.342 4.985 -0.12
C -2.054 -4.618 5.188 -0.07
C -1.182 -1.819 0.173 -0.13
C -1.571 -2.743 -0.827 -0.04
C -0.672 -3.730 -1.263 -0.13
C 0.615 -3.800 -0.731 -0.11
C 1.003 -2.899 0.246 -0.03
C 0.155 -1.857 0.666 -0.34
O 0.707 -0.952 1.484 -0.24
H -3.709 0.538 0.261 0.07
H -3.979 -1.086 -0.467 0.08
H -2.841 0.124 -1.195 0.05
H 0.438 -3.526 5.145 0.06
H 0.415 -2.821 3.529 0.07
H -1.273 -4.053 1.915 0.09
H -3.486 -5.089 1.614 0.10
H -4.653 -6.042 3.531 0.08
H -3.760 -5.805 5.804 0.09
H -1.691 -4.472 6.215 0.11
H -2.560 -2.717 -1.267 0.10
H -1.005 -4.399 -2.032 0.07
H 1.317 -4.560 -1.043 0.09
H 1.970 -2.979 0.715 0.11
Cl -3.532 6.477 -0.449 0.62
C -2.205 5.558 0.105 -0.75
C -1.143 6.196 0.771 -0.76
Cl -1.173 7.883 1.011 0.62
C -0.066 5.480 1.267 -0.65
Cl 1.255 6.170 2.120 0.67
C -0.075 4.074 1.155 -0.38
O 0.804 3.318 1.732 -0.20
C -1.154 3.393 0.381 -0.36
O -1.119 2.098 0.305 -0.21
C -2.225 4.183 -0.119 -0.61
Cl -3.544 3.364 -0.895 0.67
C -2.358 2.026 -4.247 -0.22
C -1.347 0.896 -4.281 -0.47
As -0.070 0.863 -2.712 1.22
C 1.022 -0.636 -3.451 -0.47
C 2.017 -0.299 -4.535 -0.20
C 0.961 2.539 -3.189 -0.44
C 1.190 2.990 -4.620 -0.19
H -2.903 2.157 -5.194 0.06
H -1.949 2.998 -3.939 0.06
H -3.120 1.824 -3.456 0.04
H -0.745 0.879 -5.221 0.05
H -1.894 -0.087 -4.273 0.06
H 0.313 -1.405 -3.836 0.06
H 1.524 -1.092 -2.566 0.04
H 1.494 0.081 -5.433 0.05
H 2.655 -1.141 -4.855 0.06
H 2.710 0.519 -4.225 0.06
H 1.918 2.448 -2.637 0.02
H 0.410 3.338 -2.659 0.06
H 1.952 2.395 -5.142 0.04
H 1.504 4.048 -4.672 0.07
H 0.275 2.892 -5.218 0.05
F 7.577 1.178 2.229 0.09
C 6.360 1.102 1.682 -0.16
C 5.235 1.203 2.499 -0.13
F 5.407 1.326 3.839 0.10
C 3.985 1.163 1.920 -0.18
F 2.862 1.267 2.709 0.04
C 3.817 0.985 0.548 -0.49
S 2.279 0.943 -0.285 0.75
C 4.959 0.848 -0.241 -0.23
F 4.813 0.732 -1.588 0.05
C 6.230 0.893 0.312 -0.15
F 7.309 0.714 -0.458 0.10
```

Summary:
HOMO level = -0.067 Ha
Net charge = -2
Frontier orbital gap = 0.2157 Ha

# 6
Density functional theory data (ωB97M-V/def2-TZVPD) for a structure of composition C34H29Cl5InO3PS2 at a distorted geometry.

Structure (XYZ):
```
75
Properties=species:S:1:pos:R:3:lowdin_charge:R:1
In 0.503 0.535 0.883 0.54
C 4.293 2.712 -0.602 -0.16
C 2.854 2.259 -0.467 -0.77
S 2.660 0.504 -0.397 0.64
C 1.855 3.160 -0.449 -0.75
C 2.162 4.632 -0.654 -0.16
S 0.141 2.830 -0.146 0.64
H 4.955 1.901 -0.302 0.04
H 4.491 3.579 0.034 0.06
H 4.537 2.991 -1.634 0.07
H 2.799 4.780 -1.531 0.06
H 2.676 5.050 0.219 0.07
H 1.232 5.178 -0.797 0.04
Cl -3.049 0.538 -0.847 0.73
C -2.854 1.416 0.648 -0.72
C -2.016 0.831 1.594 -0.22
C -1.547 1.499 2.867 -0.47
Cl -0.533 0.993 3.883 0.37
C -2.485 2.666 3.060 -0.54
Cl -2.658 3.195 4.760 0.62
C -3.340 3.183 2.149 -0.71
Cl -4.434 4.466 2.588 0.59
C -3.450 2.627 0.838 -0.75
Cl -4.387 3.420 -0.392 0.58
O 1.043 -2.738 2.334 0.02
C 0.816 -2.316 1.197 -0.47
C 1.767 -2.527 0.063 -0.24
C 3.092 -2.869 0.246 -0.04
C 3.888 -3.136 -0.864 -0.09
C 3.356 -3.057 -2.139 -0.10
C 2.029 -2.667 -2.326 -0.07
C 1.236 -2.413 -1.224 -0.28
P -0.445 -1.699 -1.153 1.09
C -1.695 -2.989 -1.572 -0.30
C -1.525 -4.265 -1.041 -0.07
C -2.564 -5.180 -1.061 -0.09
C -3.792 -4.827 -1.607 -0.11
C -3.965 -3.564 -2.148 -0.09
C -2.921 -2.647 -2.130 -0.11
C -0.425 -0.764 -2.773 -0.31
C -0.574 -1.505 -3.948 -0.13
C -0.413 -0.898 -5.185 -0.10
C -0.093 0.452 -5.259 -0.10
C 0.038 1.193 -4.095 -0.07
C -0.131 0.589 -2.856 -0.10
H 3.482 -2.908 1.255 0.12
H 4.933 -3.394 -0.731 0.09
H 3.980 -3.263 -3.001 0.09
H 1.636 -2.557 -3.328 0.09
H -0.577 -4.519 -0.578 0.12
H -2.424 -6.161 -0.624 0.10
H -4.620 -5.525 -1.576 0.09
H -4.922 -3.275 -2.568 0.10
H -3.071 -1.651 -2.526 0.07
H -0.826 -2.557 -3.899 0.10
H -0.529 -1.482 -6.092 0.09
H 0.047 0.921 -6.226 0.09
H 0.281 2.247 -4.137 0.11
H -0.040 1.188 -1.958 0.00
O -1.626 -2.162 1.314 -0.02
C -0.569 -2.103 0.707 -0.55
C 0.051 0.658 5.295 -0.17
C 0.612 1.859 3.388 -0.67
C -0.213 -0.276 3.229 -0.18
C 0.884 3.314 3.865 -0.02
O 1.624 1.642 2.600 -0.18
H -1.004 1.973 4.500 -0.06
H 1.109 0.690 5.619 0.06
H -0.436 0.334 6.226 0.06
H -1.560 0.504 4.430 0.06
H 0.022 -1.320 3.358 0.07
H -2.169 -0.238 1.789 0.09
H 0.754 3.376 4.952 0.07
H 0.152 3.962 3.372 0.07
H 1.886 3.607 3.584 0.07
```

Summary:
HOMO level = -0.005 Ha
Net charge = -2
Frontier orbital gap = 0.1644 Ha

Energy relative to the best compared isomer or geometry (same formula, charge and spin) values (in eV) by entry order: 0.502 0.035 0.000 1.359 0.035 26.677.